1.
Entry from OMol25: 2 unconnected molecules or ions with the total composition C3H5ClI2N3O (wB97M-V/def2-TZVPD).

CARTESIAN COORDINATES (ANGSTROEM)
C  0.27739  -0.31032  0.48687
C  -1.91859  1.35525  -3.05312
C  0.10268  -1.71609  0.03983
N  1.08427  -0.01887  1.49013
N  -0.18330  1.96518  0.32160
N  -0.37727  0.66842  -0.11249
O  -2.42210  1.47251  -4.05311
Cl  -1.15325  -1.87755  -1.22493
I  1.40727  2.99396  -0.62884
I  2.20649  -1.29955  2.59454
H  1.04850  -2.10136  -0.35911
H  -0.18712  -2.34218  0.89031
H  1.12604  0.96178  1.76754
H  -1.02337  2.50996  0.14320
H  -0.94672  0.44787  -0.94339

Computed properties:
LUMO (eV): -4.647
Gap between HOMO and LUMO (eV): 8.7
E_HOMO (eV): -13.325
Net charge: +1

2.
Entry from OMol25: C7H10N2 in the gas phase (wB97M-V/def2-TZVPD).

CARTESIAN COORDINATES (ANGSTROEM)
C  -1.77954  0.26092  0.82455
C  -0.13770  -0.54967  -1.83512
C  0.97169  -2.04820  -0.21126
C  0.49487  -1.82979  -1.38472
C  0.38015  0.73336  -1.36004
C  -0.66914  1.06457  0.91577
C  -0.27652  1.62407  2.19895
N  -2.68159  -0.45255  0.71658
N  0.20571  1.26080  -0.11313
H  -0.29277  -0.49908  -2.94821
H  -1.18033  -0.67351  -1.27294
H  1.32423  -1.23257  0.43355
H  1.47973  -3.02609  0.05167
H  0.27165  -2.72607  -2.09747
H  1.26784  1.18758  -1.83650
H  -0.38045  2.70167  2.39405
H  0.83334  1.43788  2.30110
H  -0.70413  0.90500  2.98175
H  0.87295  1.86170  0.24143

Computed properties:
LUMO (alpha / beta) (eV): 0.381 / 0.144
Gap between HOMO and LUMO (alpha / beta) (eV): 7.7 / 7.4
E_HOMO (alpha / beta) (eV): -7.281 / -7.255
ΔE to the lowest compared entry with this formula, charge and spin (kcal per mole): 98.8
Net charge: 0

3.
Entry from OMol25: C4H7N3O2 in the gas phase (wB97M-V/def2-TZVPD).

CARTESIAN COORDINATES (ANGSTROEM)
C  0.12732  -0.76117  0.46205
C  0.61359  1.19945  -0.99132
C  -0.35329  2.09292  -1.64374
C  -0.75706  0.91079  -0.65399
H  -1.30423  -2.93820  1.81334
H  1.85056  -0.18749  1.43255
H  0.91035  0.48845  -1.79098
H  -0.68706  3.00038  -1.14522
H  -0.28092  2.15011  -2.73441
H  -1.09931  1.36150  0.30749
H  -1.72941  -0.86832  -0.50002
N  -0.07495  -1.63720  1.35485
N  1.41038  -0.15432  0.51587
N  -0.80743  -0.50978  -0.61580
O  -1.38925  -2.14718  1.26979
O  1.49684  1.20352  0.07957

Computed properties:
LUMO (eV): 0.908
Gap between HOMO and LUMO (eV): 9.3
E_HOMO (eV): -8.407
ΔE to the lowest compared entry with this formula, charge and spin (kcal per mole): 163.7
SMILES: O/N=C1/NO[C@@H]2C[C@H]2N1
Net charge: 0

4.
Entry from OMol25: C10H18N2O3 in the gas phase (wB97M-V/def2-TZVPD).

CARTESIAN COORDINATES (ANGSTROEM)
C  -1.37176  0.05240  -0.48507
C  0.00672  -0.60571  -0.65645
C  -2.65194  -0.87338  -0.26690
C  -3.98118  -0.09160  0.08359
C  -2.33529  -1.82630  0.91903
C  2.45865  -0.10089  -0.54078
C  3.17523  -1.40443  -0.25999
C  3.11621  1.28305  -0.21967
C  2.27865  2.07274  0.72881
C  0.87723  1.37165  0.75148
H  -1.87774  0.98101  -2.33752
H  -0.85397  1.90964  -1.36292
H  -1.38957  0.67884  0.37653
H  -2.84807  -1.40943  -1.21790
H  -4.69161  -0.19316  -0.65255
H  -3.70007  0.92239  0.35033
H  -4.40596  -0.58779  1.00497
H  -3.15614  -2.55046  1.07190
H  -1.39525  -2.41436  0.86348
H  -2.26218  -1.26250  1.88578
H  2.45105  -0.19316  -1.67760
H  4.17113  1.08765  0.14751
H  3.29715  1.90890  -1.15169
H  2.60782  2.11598  1.77298
H  2.10535  3.11803  0.47126
H  -0.03128  1.86182  0.32366
H  0.70278  0.84837  1.77306
H  3.03771  -2.70800  1.00356
N  -1.59005  1.15039  -1.38467
N  1.10987  0.14132  -0.04744
O  0.40230  -1.51221  -1.26777
O  4.29275  -1.68739  -0.60710
O  2.45144  -2.08339  0.60809

Computed properties:
LUMO (eV): 0.632
Gap between HOMO and LUMO (eV): 9.4
E_HOMO (eV): -8.808
ΔE to the lowest compared entry with this formula, charge and spin (kcal per mole): 60.7
SMILES: CC(C)[C@H](N)C(=O)N1CCC[C@H]1C(=O)O
Net charge: 0

5.
Entry from OMol25: a molecular structure, C42H35Br2GeN2O7Ta (wB97M-V/def2-TZVPD).

CARTESIAN COORDINATES (ANGSTROEM)
Ta  0.16826  -0.21776  0.18558
O  1.44713  -2.69034  3.19871
C  1.03770  -1.60110  2.94564
O  1.01915  -1.10721  1.67817
C  0.54856  -0.57288  3.94096
C  1.35474  0.72830  3.73715
C  1.11500  1.66858  4.91941
C  -0.32427  2.14970  4.63065
C  -0.64106  1.41011  3.32655
O  0.64763  1.37513  2.66721
C  -0.90783  -0.06953  3.62246
C  -1.45418  -0.87823  2.44072
O  -1.64138  -2.06433  2.55687
O  -1.56772  -0.20410  1.30304
H  0.66623  -0.99781  4.93524
H  2.39734  0.57436  3.46382
H  1.82718  2.49263  4.89788
H  1.21531  1.15235  5.87321
H  -0.36368  3.22819  4.47976
H  -1.02898  1.89491  5.42137
H  -1.37597  1.87732  2.68154
H  -1.59297  -0.20590  4.45816
O  -0.92242  2.67867  0.69088
C  0.17772  3.49631  0.94796
C  1.45118  3.01117  0.29726
C  2.54019  3.87377  0.29132
C  3.70050  3.51742  -0.36244
C  3.72475  2.31489  -1.04746
C  2.60481  1.51041  -1.00092
N  1.48917  1.81405  -0.31034
H  -1.01523  2.65320  -0.28131
H  0.32600  3.54843  2.02541
H  0.00003  4.52041  0.59009
H  2.45185  4.83130  0.78830
H  4.55924  4.17627  -0.36296
H  4.59015  1.99604  -1.61061
H  2.55636  0.57972  -1.54207
Br  -2.64459  -1.78981  -1.58768
C  -2.75452  -0.11067  -2.40704
C  -3.75509  0.12471  -3.37139
C  -3.84192  1.33909  -3.98147
Br  -5.17684  1.60304  -5.29669
C  -2.96017  2.39541  -3.63518
C  -2.98363  3.68268  -4.21819
C  -2.11592  4.63828  -3.77881
C  -1.23026  4.31903  -2.73134
N  -1.16152  3.13600  -2.17965
C  -1.99077  2.16153  -2.63571
C  -1.85645  0.86391  -2.04841
O  -0.86334  0.63437  -1.21229
H  -4.43953  -0.67102  -3.62677
H  -3.69247  3.89347  -5.00687
H  -2.11092  5.63082  -4.20639
H  -0.55784  5.07558  -2.33969
C  1.19142  -1.26516  -1.11701
Ge  2.32126  -2.75250  -0.49403
C  3.73421  -2.07356  0.70198
C  4.33871  -0.85040  0.43021
C  5.29705  -0.30259  1.27056
C  5.68143  -0.98632  2.41443
C  5.11671  -2.22421  2.68787
C  4.16324  -2.76316  1.83481
C  1.31192  -4.20009  0.32202
C  -0.07029  -4.14096  0.45145
C  -0.77369  -5.15472  1.08688
C  -0.09466  -6.24918  1.59650
C  1.28428  -6.33576  1.45408
C  1.97950  -5.32099  0.81619
C  3.35570  -3.55658  -1.96198
C  2.68528  -4.24915  -2.97208
C  3.37658  -4.87744  -3.99601
C  4.76401  -4.82819  -4.02517
C  5.44679  -4.14582  -3.03138
C  4.74632  -3.51611  -2.00900
H  0.77261  -1.52963  -2.09258
H  4.06626  -0.32420  -0.46992
H  5.74902  0.65303  1.02870
H  6.42522  -0.56591  3.07964
H  5.41320  -2.77066  3.57452
H  3.72359  -3.72051  2.08223
H  -0.61029  -3.28406  0.06258
H  -1.84782  -5.07866  1.19658
H  -0.63733  -7.03691  2.10384
H  1.81663  -7.19343  1.84626
H  3.05366  -5.41164  0.69353
H  1.60131  -4.30762  -2.95648
H  2.83579  -5.40966  -4.76870
H  5.30909  -5.32581  -4.81738
H  6.52904  -4.10477  -3.04806
H  5.29772  -2.99095  -1.23744

Computed properties:
LUMO (eV): -0.391
Gap between HOMO and LUMO (eV): 7.6
E_HOMO (eV): -8.011
ΔE to the lowest compared entry with this formula, charge and spin (kcal per mole): 42.1
Net charge: 0

6.
Entry from OMol25: 2 unconnected molecules or ions with the total composition C3H12N3S (wB97M-V/def2-TZVPD).

CARTESIAN COORDINATES (ANGSTROEM)
C  -1.96078  -0.92600  0.22395
C  -0.61954  -1.92406  -1.50605
C  1.59295  1.54391  0.91711
N  0.33894  1.30645  0.64992
N  2.59735  0.88324  0.29369
N  -1.10211  -0.63095  -0.88937
S  2.28129  2.57071  2.29576
H  -2.58968  -1.91650  0.13286
H  -1.33397  -1.12440  1.14515
H  -2.65170  -0.10831  0.39480
H  -0.27083  -2.64282  -0.65604
H  -1.52409  -2.08319  -2.16608
H  0.13319  -1.62099  -2.18534
H  -0.38974  -0.11742  -0.34499
H  -0.35527  2.00041  0.82787
H  3.63632  1.10407  0.55793
H  2.40151  0.20348  -0.39300
H  -1.57957  -0.01678  -1.68487
H  1.39574  3.49916  2.38672

Computed properties:
LUMO (eV): -3.128
Gap between HOMO and LUMO (eV): 9.6
E_HOMO (eV): -12.713
ΔE to the lowest compared entry with this formula, charge and spin (kcal per mole): 60.5
Net charge: +1

7.
Entry from OMol25: a molecular structure, CH2N2O2S (wB97M-V/def2-TZVPD).

CARTESIAN COORDINATES (ANGSTROEM)
C  -0.76788  0.62702  -0.31199
N  0.37262  1.17301  -0.46423
N  -0.83888  -0.79193  -0.18633
O  2.38142  0.40586  1.09475
O  0.40026  -1.33050  -0.09078
S  1.59174  0.08807  -0.11488
H  -1.69494  1.06793  -0.41814
H  -1.44434  -1.23947  0.49161

Computed properties:
LUMO (eV): 0.595
Gap between HOMO and LUMO (eV): 10.5
E_HOMO (eV): -9.864
ΔE to the lowest compared entry with this formula, charge and spin (kcal per mole): 106.3
Net charge: 0

8.
Entry from OMol25: 2 unconnected molecules or ions with the total composition C4H9N3O2Si (wB97M-V/def2-TZVPD).

CARTESIAN COORDINATES (ANGSTROEM)
C  -2.47497  0.35628  0.30873
C  1.51847  1.25126  0.52135
C  0.99255  -1.58582  -0.23760
C  0.35298  0.58882  -2.42532
N  -3.65149  0.56576  0.24396
N  -1.19622  0.29905  0.31911
N  -1.72566  -0.78542  2.64830
O  -1.13928  -0.26776  3.48115
O  -2.73356  -1.34629  2.52779
Si  0.31471  0.16697  -0.44933
H  1.79968  0.98513  1.50022
H  2.34370  1.21700  -0.04140
H  1.20746  2.34669  0.50292
H  0.81845  -2.12634  -1.19124
H  2.10375  -1.62166  0.08572
H  0.44981  -2.16392  0.51123
H  -0.66785  1.04089  -2.71827
H  1.11074  1.33006  -2.46682
H  0.57674  -0.25070  -3.12050

Computed properties:
LUMO (alpha / beta) (eV): -1.020 / -2.834
Gap between HOMO and LUMO (alpha / beta) (eV): 9.2 / 6.7
E_HOMO (alpha / beta) (eV): -10.197 / -9.504
ΔE to the lowest compared entry with this formula, charge and spin (kcal per mole): 120.0
Net charge: 0

9.
Entry from OMol25: 3 unconnected molecules or ions with the total composition C4H3O2P (wB97M-V/def2-TZVPD).

CARTESIAN COORDINATES (ANGSTROEM)
C  -0.04211  -2.84697  -1.38512
C  -0.69655  -1.87379  -1.63065
C  -0.71464  2.96920  0.86615
C  1.24641  0.14136  1.25334
O  0.89698  -0.85143  1.76328
O  1.63390  1.03377  0.66082
P  -0.72189  3.18780  -0.66451
H  0.45164  -3.74447  -1.25068
H  -0.99300  -0.85774  -1.47357
H  -1.06073  2.84228  1.86094

Computed properties:
LUMO (eV): 0.275
Gap between HOMO and LUMO (eV): 10.5
E_HOMO (eV): -10.259
ΔE to the lowest compared entry with this formula, charge and spin (kcal per mole): 76.6
SMILES: O=C=O.C#C.C#P
Net charge: 0

10.
Entry from OMol25: a molecular structure, C4H4ClISi (wB97M-V/def2-TZVPD).

CARTESIAN COORDINATES (ANGSTROEM)
C  1.22892  1.07127  0.01655
C  -0.14665  0.89623  0.13634
C  2.22129  0.40271  0.60803
C  -1.04738  -0.19099  0.13895
Si  -1.12286  -1.97912  -0.03920
Cl  3.75098  0.86796  0.06770
I  -3.16927  0.41991  0.44459
H  1.60298  1.93107  -0.44217
H  -0.54791  1.91283  0.04202
H  -0.14077  -2.90503  -0.57246
H  -2.62934  -2.42683  -0.40036

Computed properties:
LUMO (alpha / beta) (eV): -2.040 / -1.519
Gap between HOMO and LUMO (alpha / beta) (eV): 5.4 / 7.4
E_HOMO (alpha / beta) (eV): -7.455 / -8.905
ΔE to the lowest compared entry with this formula, charge and spin (kcal per mole): 121.2
Net charge: 0

11.
Entry from OMol25: a gas-phase ion, C11H26O2P (charge +1) (wB97M-V/def2-TZVPD).

CARTESIAN COORDINATES (ANGSTROEM)
C  -1.42005  -0.69598  4.06871
C  -2.36804  -1.22186  2.98824
C  -1.66612  -1.65771  1.70935
P  -0.79048  -0.31880  0.85937
C  -1.98521  0.63108  -0.11766
C  -1.52641  2.00866  -0.61683
C  -0.11097  2.08537  -1.17201
C  0.17844  3.42927  -1.84006
O  1.09566  3.29766  -2.92161
C  0.45117  -1.09766  -0.23766
C  1.89513  -0.66993  0.05085
C  2.92153  -1.59551  -0.62970
O  3.23708  -1.16180  -1.93191
C  2.38694  -1.62326  -2.96837
H  -0.44778  -1.17577  4.01522
H  -1.32825  0.38314  4.05420
H  -1.83667  -0.94334  5.03698
H  -3.15548  -0.50580  2.78621
H  -2.86468  -2.10158  3.38150
H  -0.95425  -2.45589  1.88236
H  -2.40766  -2.01332  0.99774
H  -0.08064  0.47901  1.76201
H  -2.26823  0.00566  -0.95745
H  -2.86695  0.78301  0.49696
H  -1.65517  2.76957  0.14592
H  -2.20372  2.27583  -1.42155
H  0.02560  1.32842  -1.94009
H  0.59698  1.95348  -0.35598
H  -0.73346  3.86852  -2.22829
H  0.62572  4.10283  -1.10922
H  1.69233  2.55689  -2.74188
H  0.35891  -2.17390  -0.12919
H  0.15416  -0.85106  -1.24766
H  2.06142  -0.66444  1.12580
H  2.09882  0.31833  -0.33843
H  2.56383  -2.62434  -0.62460
H  3.84249  -1.52318  -0.06387
H  1.92162  -2.57332  -2.72071
H  2.97451  -1.72139  -3.87253
H  1.58786  -0.90688  -3.17415

Computed properties:
LUMO (eV): -2.457
Gap between HOMO and LUMO (eV): 10.4
E_HOMO (eV): -12.861
Net charge: +1

12.
Entry from OMol25: a molecular structure, C22H31BrClN3O10P (wB97M-V/def2-TZVPD).

CARTESIAN COORDINATES (ANGSTROEM)
C  5.56169  -0.45659  0.37306
C  5.78464  -0.97887  -1.19209
O  5.12015  -2.25765  -1.48594
C  5.75033  -3.39081  -0.78743
C  4.62850  -4.63034  -0.84641
O  3.32387  -3.96067  -0.52649
C  3.17617  -3.78141  0.92804
C  1.74477  -2.95088  1.15689
O  1.60998  -2.03895  -0.02270
C  0.61282  -0.99545  0.27373
P  -0.60569  -0.96120  -1.23960
C  -1.60649  0.50560  -0.53261
Br  0.81115  0.59405  -2.19928
C  -1.74726  -2.28822  -0.47585
C  -3.32255  -1.83537  -0.31599
O  -4.10581  -1.89460  -1.41089
Cl  -4.09184  -1.20298  1.25721
O  0.33149  -2.25401  -1.98341
N  0.95824  -1.70945  -3.07204
O  1.96886  -2.41354  -3.18395
H  5.27635  0.67609  0.45026
H  4.75585  -1.17921  0.87146
H  6.58692  -0.71482  0.92688
H  5.23331  -0.15959  -1.86317
H  6.91994  -0.93266  -1.53093
H  6.76356  -3.75745  -1.26686
H  5.95622  -3.21805  0.35223
H  4.88208  -5.51067  -0.11749
H  4.54544  -4.94735  -1.97814
H  3.01520  -4.81891  1.48551
H  4.03813  -3.17690  1.44211
H  1.77717  -2.30866  2.16127
H  0.85514  -3.74160  1.18248
H  1.08265  0.08211  0.35672
H  0.03176  -1.20339  1.27507
H  -1.39144  -0.88624  -2.45208
H  -0.95902  1.50366  -0.63298
H  -2.58884  0.71846  -1.16599
H  -1.81688  0.38270  0.61967
H  -1.75210  -3.21305  -1.22941
H  -1.38848  -2.69587  0.56083
C  -3.28587  5.31470  -5.48142
C  -1.95753  5.54693  -5.84159
C  -0.94223  4.73473  -5.33278
C  -1.27046  3.68514  -4.46365
C  -2.60234  3.45455  -4.09434
C  -3.60876  4.27525  -4.60741
N  -0.21045  2.81199  -3.94552
O  0.95741  3.06015  -4.28050
O  -0.54415  1.87465  -3.20655
H  -4.07467  5.94715  -5.88516
H  -1.71364  6.35994  -6.52209
H  0.08802  4.92869  -5.62318
H  -2.87067  2.64665  -3.41682
H  -4.64604  4.10246  -4.32913
C  -5.15003  1.46647  7.08837
C  -4.36788  2.60249  6.87423
C  -3.26236  2.54086  6.02370
C  -2.95047  1.33206  5.38629
C  -3.72943  0.18809  5.60547
C  -4.83094  0.26127  6.46045
N  -1.80465  1.26737  4.47120
O  -1.12891  2.29581  4.31827
O  -1.58112  0.18990  3.90099
H  -6.01438  1.52087  7.74803
H  -4.62208  3.53777  7.36838
H  -2.66289  3.43501  5.86721
H  -3.49584  -0.75774  5.12114
H  -5.44363  -0.62048  6.63472

Computed properties:
LUMO (eV): 1.037
Gap between HOMO and LUMO (eV): 4.6
E_HOMO (eV): -3.559
ΔE to the lowest compared entry with this formula, charge and spin (kcal per mole): 203.6
Net charge: -1

Record order is preserved below.
Electronic energy: -38425.1581, -10397.3252, -12820.4325, -19783.2533, -259589.6401, -18603.6151, -18976.7205, -20731.7420, -17576.4106, -32706.9556, -25205.4423, -140098.3596 eV
Record order is preserved below.
Max |F|: 0.80, 4.53, 1.51, 5.70, 2.86, 4.29, 3.70, 4.50, 3.02, 2.56, 1.12, 8.71 eV Å⁻¹